(1)
Below is a molecular structure, C34H81BClN6NbO11P at a distorted geometry, with properties calculated with ωB97M-V/def2-TZVPD.

As for the calculated total energy: -3383.6632 a.u. As for the total charge: -1. The HOMO energy is -4.225 eV.

Positions of all 136 atoms, in Å:
O (9.224, -2.286, -2.489)
H (1.921, 1.741, -0.724)
O (0.780, 3.065, 0.396)
H (-5.589, -6.583, 4.008)
C (-4.685, 0.344, -0.174)
H (0.843, 2.140, -4.738)
N (6.839, -1.715, -0.430)
C (-3.829, -8.437, 2.029)
H (7.891, -4.171, -4.552)
H (-2.843, 0.559, -1.165)
C (7.980, -4.089, -3.468)
H (-6.046, 6.667, -0.303)
C (-3.387, 1.120, -0.406)
Cl (0.766, 3.711, 3.867)
H (-1.356, 2.718, -1.727)
H (-5.088, 0.623, 0.796)
H (-0.380, 7.133, 5.374)
C (-4.712, -3.364, 1.170)
H (-5.425, 0.651, -0.915)
N (1.090, 4.670, -5.806)
H (-5.701, -1.497, 1.479)
B (-0.416, 2.523, -0.059)
H (-0.060, -5.436, 1.824)
H (9.699, -5.587, -4.465)
H (-0.747, 4.347, -6.772)
H (4.951, -1.751, -3.171)
H (-7.315, 4.834, -0.925)
H (-5.741, -3.701, 1.280)
H (-4.927, 6.295, 1.013)
N (-4.584, 5.249, -0.770)
C (-5.012, 6.439, -0.065)
H (-3.481, 1.284, 2.471)
C (7.486, -0.421, -0.356)
H (1.088, -5.645, -0.075)
H (-0.708, -0.077, -1.232)
H (-3.870, -10.554, 2.030)
C (1.915, 2.230, 0.252)
H (-3.582, 2.123, -0.787)
C (-0.357, 4.584, -5.780)
H (-6.820, 5.824, -2.313)
C (0.358, -4.844, -0.191)
H (-1.102, 0.708, 3.830)
H (-0.675, 3.809, -5.092)
H (-4.435, -5.137, 0.063)
H (8.569, -0.543, -0.383)
H (-0.284, -5.130, -1.022)
C (-4.503, -1.174, -0.214)
C (-0.436, -4.711, 1.107)
C (1.989, 3.925, -5.100)
H (-4.557, -3.730, -0.950)
H (-4.628, -9.839, 3.463)
C (-0.718, 8.834, 4.407)
H (0.885, 6.202, 3.448)
H (-4.014, -1.410, 1.850)
H (-0.333, 1.782, 5.820)
C (-4.721, -1.824, 1.137)
H (1.116, -0.990, 0.716)
C (-4.122, -4.092, -0.024)
H (1.968, 7.059, 4.547)
O (-1.668, 9.143, 5.112)
H (-3.520, -1.410, -0.615)
H (1.892, 1.449, 1.013)
H (0.285, 1.273, 2.973)
H (-0.793, 5.531, -5.458)
C (10.645, -5.105, -4.248)
O (3.186, 4.123, -5.227)
C (1.422, 2.875, -4.178)
O (0.500, -0.928, 1.457)
O (-4.798, 3.472, -2.114)
C (-6.748, 4.836, -1.856)
H (2.853, -2.783, -0.642)
H (6.534, -0.954, -3.062)
H (7.036, -2.388, 0.293)
N (10.425, -3.878, -3.510)
H (-2.412, -4.707, -1.056)
O (1.041, -3.646, -0.503)
C (-5.728, -7.130, 3.074)
C (2.423, -3.772, -0.734)
P (-0.981, -0.548, 0.842)
H (-0.908, 10.588, 3.234)
Nb (-2.051, 1.682, 1.362)
H (-3.641, 4.923, -0.618)
C (5.991, -2.171, -1.375)
C (-0.737, 1.536, 3.224)
H (2.912, -4.409, 0.003)
H (7.208, 0.093, 0.566)
H (2.968, 4.101, 0.323)
C (-5.303, 4.458, -1.608)
H (-4.204, -3.678, 2.079)
H (3.688, 2.843, 1.352)
H (1.519, 5.356, -6.406)
H (3.891, 2.799, -0.385)
H (11.227, -3.330, -3.243)
H (2.244, 2.369, -3.682)
H (-6.434, -6.573, 2.456)
H (11.261, -5.796, -3.670)
H (0.769, 10.045, 3.414)
H (11.154, -4.900, -5.192)
C (9.241, -3.338, -3.108)
H (2.627, -4.157, -1.731)
H (-2.163, -3.159, -0.308)
H (-4.395, 7.295, -0.345)
N (-0.028, 7.689, 4.610)
H (-5.251, -1.563, -0.904)
C (3.193, 3.045, 0.410)
H (-0.215, -3.734, 1.526)
H (-0.854, 3.460, 6.096)
H (0.782, 3.318, -3.414)
C (-1.016, 2.564, 5.508)
H (-2.511, 3.441, 1.452)
H (-5.479, -9.823, 1.906)
N (-4.464, -7.288, 2.384)
H (-7.175, 4.101, -2.531)
H (7.983, -5.087, -3.030)
H (-1.587, 3.483, 3.655)
C (5.638, -1.235, -2.507)
O (5.529, -3.304, -1.307)
H (-6.158, -8.099, 3.302)
O (-2.762, -8.391, 1.443)
C (-0.261, 9.718, 3.265)
H (-2.161, -5.952, 0.866)
H (1.393, 7.865, 3.080)
H (-3.963, -6.453, 2.114)
O (-0.500, 2.373, -1.459)
C (-2.604, -4.142, -0.146)
C (1.117, 7.179, 3.873)
H (-0.327, 9.189, 2.314)
O (-0.758, -0.911, -0.743)
H (5.152, -0.334, -2.132)
H (-2.026, 2.186, 5.643)
C (-4.501, -9.746, 2.384)
H (7.192, 0.195, -1.198)
H (-2.379, -4.612, 1.954)
H (7.124, -3.552, -3.081)
C (-0.811, 2.826, 4.030)
C (-1.944, -4.891, 0.995)

=====

(2)
Below is 12 unconnected molecules or ions with the total composition C34H82N4O15S5 at a distorted geometry, with properties calculated with ωB97M-V/def2-TZVPD.

As for the calculated total energy: -4683.0876 a.u. The HOMO energy is -8.405 eV.

Positions of all 140 atoms, in Å:
H (-1.368, -6.921, -1.303)
C (-2.934, -1.628, -0.028)
H (3.550, -1.910, -0.185)
O (-2.503, 6.142, 2.107)
H (-0.683, 3.832, -2.793)
C (-4.090, 7.958, 2.327)
H (1.939, -1.970, -2.866)
N (-0.956, -1.875, -4.283)
C (2.662, 2.473, 2.481)
C (-1.059, -4.486, 0.039)
H (-1.001, -3.419, -2.828)
H (4.582, 0.439, -6.402)
H (-4.723, 4.957, -1.774)
C (-1.091, -2.570, -5.541)
C (-3.484, 3.275, -1.830)
H (3.346, 3.199, 2.942)
H (0.280, 2.363, 0.770)
H (-2.128, 7.888, 3.215)
C (2.350, 6.254, 0.693)
H (1.670, -3.997, 1.791)
O (2.459, 1.408, 4.861)
C (-0.841, 3.101, -3.592)
H (-2.605, -2.664, -3.266)
H (-1.002, 3.668, -4.515)
H (-1.381, 1.746, 0.831)
H (-3.752, -2.356, 0.011)
C (4.894, -0.064, -5.487)
H (3.008, 2.263, 1.464)
N (0.115, 0.353, 0.485)
H (3.813, -0.733, -1.574)
O (4.723, -2.452, -3.503)
O (4.798, -3.542, 1.658)
H (2.540, 6.979, -0.101)
H (-2.339, -0.181, 5.859)
O (-4.475, 0.317, -1.008)
O (0.581, -1.845, 0.798)
O (-2.726, 3.143, -0.929)
H (-1.049, -3.931, 0.966)
H (-0.078, -4.942, -0.119)
H (-4.260, 9.006, 2.598)
H (0.686, 5.645, -1.525)
H (-1.775, 1.632, -2.320)
H (-4.202, -2.771, 5.111)
H (-0.839, -1.917, -6.385)
H (-3.695, -1.720, 6.428)
N (-2.297, -1.977, 4.895)
H (0.084, 2.544, -3.734)
H (2.565, -2.871, 2.822)
H (-1.200, -2.351, 3.165)
H (0.313, -0.503, 2.293)
C (2.261, -2.954, -2.535)
O (6.145, 2.082, -5.027)
H (4.925, 1.384, 3.875)
H (3.656, 2.425, -3.119)
C (-1.977, 2.177, -3.240)
O (-1.090, -0.170, 4.292)
H (-3.092, -6.868, -1.197)
H (-1.843, 3.737, 2.094)
H (4.535, -0.333, 3.833)
C (0.357, -0.733, 1.220)
O (-2.967, -4.867, 1.969)
H (0.431, 1.136, -1.460)
H (4.150, -0.831, -5.251)
C (-0.235, -0.733, -4.175)
O (0.062, -0.199, -3.135)
H (0.076, -0.620, -1.427)
C (-2.215, -6.221, -1.228)
C (2.543, -3.880, 2.428)
C (-4.345, -0.052, 1.648)
O (0.558, 4.806, 1.894)
H (-0.448, -3.454, -5.600)
O (-2.429, 5.854, 4.299)
H (-3.557, 3.565, 2.553)
H (-2.395, -1.746, -0.965)
H (2.948, 1.052, -4.049)
H (0.084, -0.376, -5.174)
H (-0.591, 4.627, -0.776)
H (-4.637, 7.383, 3.078)
H (2.013, -3.802, -3.165)
H (-2.353, 3.389, 3.781)
C (4.372, 0.620, 3.335)
H (-5.301, -0.561, 1.668)
H (5.141, -1.613, -0.743)
C (3.787, -4.200, 1.660)
S (0.622, 5.884, 0.879)
H (-2.251, -5.571, -2.102)
H (5.035, -7.714, 1.112)
H (3.485, 2.601, -4.820)
C (4.776, -5.813, 0.180)
H (-3.799, -6.239, 0.773)
H (2.943, 5.352, 0.550)
H (-4.505, 1.002, 1.916)
C (0.421, 5.027, -0.668)
H (-2.117, 8.017, 1.464)
H (-5.492, 3.512, -2.474)
H (4.394, -6.367, -0.677)
C (-2.578, 3.934, 2.866)
H (1.087, 4.156, -0.593)
H (-2.886, -2.877, 3.102)
C (-2.525, 5.395, 3.197)
O (3.615, -5.288, 0.901)
C (5.575, -6.772, 1.007)
H (-2.263, -1.828, 0.804)
S (4.041, -2.978, -2.295)
H (5.849, -6.391, 1.989)
C (-1.539, -2.515, -3.120)
H (-2.126, -2.879, -5.714)
C (-0.095, 0.331, -0.945)
C (3.694, 1.847, -4.052)
H (-0.292, 1.364, 2.182)
H (-2.184, 1.439, -4.011)
H (-1.162, 0.540, -1.047)
C (-1.999, -2.787, 3.749)
H (-3.059, -3.381, 6.302)
H (4.669, 0.548, 2.288)
C (4.105, -1.665, -1.097)
O (-3.210, 2.929, -3.063)
H (1.711, 3.011, 2.480)
C (-3.345, -2.489, 5.747)
H (1.841, -3.167, -1.544)
H (-4.534, 7.784, 1.345)
H (5.807, -0.640, -5.626)
S (-3.527, 0.046, 0.077)
S (5.312, 1.148, -4.260)
H (6.510, -7.017, 0.491)
C (-4.827, 3.873, -1.692)
H (-1.190, -3.738, -0.762)
N (-2.108, -5.434, -0.002)
S (2.622, 0.981, 3.454)
H (2.636, 6.732, 1.633)
H (-1.445, -1.825, -2.269)
C (-3.007, -5.502, 0.995)
H (-5.258, 3.639, -0.729)
H (5.336, -4.961, -0.214)
H (2.445, -4.525, 3.308)
C (-1.870, -0.703, 5.013)
H (-3.593, -0.350, 2.389)
H (-1.765, -3.796, 4.086)
C (-2.626, 7.552, 2.305)
C (-0.351, 1.553, 1.110)

=====

(3)
Below is a molecular structure, C34H84O44S9 at a distorted geometry, with properties calculated with ωB97M-V/def2-TZVPD.

As for the calculated total energy: -8239.8210 a.u. The HOMO energy is -9.832 eV.

Positions of all 171 atoms, in Å:
O (-1.826, 4.308, 5.722)
H (2.258, 2.405, 4.952)
H (-1.802, -2.979, 3.033)
H (-4.709, -0.202, -1.788)
C (4.272, -3.467, -1.431)
H (-2.325, -4.605, 3.008)
C (-1.691, 4.008, 3.430)
H (-1.597, 3.382, -1.487)
O (-1.211, -0.121, -0.775)
H (-2.306, -3.791, -2.937)
C (-1.003, -2.667, 5.994)
H (4.530, -4.425, -1.897)
O (1.340, -2.659, 2.314)
H (-2.771, 4.095, 3.360)
H (-0.792, 4.535, -3.347)
H (3.798, -1.556, -3.782)
H (-0.275, -6.082, -2.644)
O (2.116, 5.783, 4.090)
O (6.000, -2.002, -5.070)
O (-2.612, 0.477, -5.400)
O (-0.176, 2.512, 6.030)
H (0.733, 5.070, -2.497)
H (-0.815, -3.186, 5.047)
H (2.923, -5.413, -5.455)
C (0.995, -0.932, -0.150)
H (0.532, 6.130, 0.652)
H (0.056, -2.562, -6.401)
H (-1.782, 5.929, 4.412)
C (-1.296, -3.930, 1.116)
H (-0.614, 3.367, 0.488)
S (4.588, 1.473, 0.084)
H (0.388, -0.305, -2.014)
H (-1.746, -4.895, -4.167)
H (5.370, -2.731, -4.986)
H (-3.425, 0.863, 3.068)
H (3.514, 1.670, 3.925)
O (2.281, -4.704, -0.637)
O (-7.213, 3.237, -0.576)
H (-4.762, -1.416, 3.413)
H (2.478, -5.647, -0.428)
H (-3.603, -2.323, -2.446)
O (-3.528, -3.319, 1.934)
O (-6.037, 1.161, -0.382)
H (0.818, -1.822, 0.438)
C (-5.155, -0.486, 3.029)
H (7.453, 0.360, -1.388)
H (4.073, -3.389, -7.430)
H (3.863, -2.742, -2.113)
H (1.136, -0.183, -4.980)
H (0.869, 1.923, 3.237)
H (2.986, -2.986, 0.244)
O (-1.822, -3.128, 0.069)
C (-0.312, 4.806, -2.385)
H (-5.405, -0.278, -3.385)
O (-6.613, 0.997, 5.577)
H (6.079, 1.651, -2.674)
O (3.875, -3.836, -4.622)
H (-0.057, -2.238, 6.307)
H (-0.258, -3.547, 1.257)
H (-4.679, 2.647, -0.492)
H (-1.097, 4.136, 2.539)
O (-3.918, -1.740, 0.058)
C (-1.280, 4.964, 4.527)
H (6.582, -0.422, -3.840)
C (0.095, 6.948, 1.186)
C (5.891, -1.285, -3.853)
O (-2.553, 1.853, 6.004)
C (-5.342, 2.231, 0.284)
C (3.433, -4.169, -7.031)
O (-1.366, -0.754, 1.713)
O (-4.082, -4.135, -0.406)
H (3.882, -3.201, 2.671)
O (-7.208, 1.681, -2.462)
H (-1.325, -3.394, 6.760)
H (0.195, -0.125, -6.359)
H (-6.047, 4.230, 0.919)
O (1.446, 3.827, 2.703)
C (0.885, -0.764, -5.821)
C (-1.982, -4.827, -3.100)
H (0.023, 2.796, -1.800)
O (-2.325, -1.092, -3.416)
H (2.136, 2.065, 1.928)
S (2.649, 4.839, 3.168)
O (-6.529, -0.271, 3.463)
S (-3.493, -3.085, 0.301)
H (2.004, -0.782, -0.514)
H (4.337, -0.403, -2.547)
H (4.313, -0.019, -4.306)
H (-1.385, 9.659, 0.330)
C (3.389, -3.847, -0.279)
O (3.343, 0.895, -0.168)
H (4.962, -2.689, 3.968)
O (3.504, 3.710, 3.998)
O (3.434, 5.241, 2.047)
H (-4.781, 1.810, 1.114)
H (1.780, -0.837, -6.415)
H (-0.852, 5.681, -1.995)
H (0.810, -3.417, -4.057)
O (-1.378, 1.621, 0.958)
C (6.274, 2.111, -1.679)
H (-0.480, 6.421, 1.933)
S (-6.629, 1.182, 4.165)
H (-3.772, -2.690, 5.965)
H (5.209, -3.044, -1.045)
S (-0.942, 0.284, 0.804)
H (-3.920, 0.376, 4.611)
H (-3.970, -2.010, -4.211)
O (0.090, -4.064, -2.323)
H (-2.217, -0.981, 6.585)
H (-5.048, -0.571, 1.926)
S (-2.348, 0.416, -4.008)
C (-0.642, 7.746, 0.166)
O (-5.202, 1.795, 3.634)
O (5.741, 0.330, -0.169)
C (-6.423, 3.253, 0.603)
H (6.863, 3.045, -1.719)
O (2.931, -2.209, 4.224)
H (-1.138, -5.309, -1.220)
O (-1.389, 2.687, 3.910)
O (-3.337, -2.170, 5.275)
H (-0.332, -1.860, -1.643)
S (-7.402, 1.708, -1.040)
O (5.025, 2.543, -1.142)
O (4.854, 2.114, 1.334)
H (4.015, -4.445, 0.421)
H (3.026, -3.370, -4.599)
O (1.246, -2.953, -4.769)
H (-1.293, 7.073, -0.414)
C (3.792, -4.810, -5.644)
H (7.547, 1.308, 0.019)
C (1.762, 2.461, 2.870)
H (-0.555, -1.926, -4.841)
H (-2.887, -5.440, -2.972)
C (6.851, 1.027, -0.773)
C (-2.092, -1.618, 5.715)
H (4.732, -5.389, -5.672)
O (-1.326, 8.847, 0.829)
H (4.608, -0.304, 3.316)
H (0.872, -4.238, -1.792)
S (-1.492, 2.684, 5.562)
O (-0.266, 4.037, -0.116)
O (0.817, -0.863, 3.935)
H (0.092, 8.112, -0.565)
C (-4.444, -0.292, -2.842)
C (-2.188, -3.742, 2.368)
C (4.170, -1.036, 2.650)
H (-7.031, 2.898, 1.436)
C (-3.649, -1.576, -3.246)
H (-0.223, 5.034, 4.701)
S (1.752, -1.612, 3.190)
O (-3.656, 0.905, -3.150)
C (-0.773, -5.209, -2.242)
H (-1.682, -0.968, 4.928)
C (-0.518, 3.646, -1.419)
O (0.677, 0.234, 0.646)
O (-8.549, 1.064, -0.406)
C (-0.104, -0.876, -1.254)
O (-1.180, 1.055, -3.514)
C (2.791, 2.451, 4.008)
O (-7.699, 1.944, 3.566)
C (-4.325, 0.669, 3.645)
H (3.297, -4.973, -7.755)
C (4.516, -0.778, -3.570)
H (6.193, -1.988, -3.037)
C (0.335, -2.088, -5.444)
H (4.697, -1.055, 1.686)
H (2.458, -3.710, -6.848)
O (2.787, -0.666, 2.345)
H (-1.135, -4.943, 0.797)
C (4.067, -2.410, 3.392)
H (0.916, 7.568, 1.583)